{
  "formula": "C4H10N2O2",
  "method": "ωB97M-V with the def2-TZVPD basis set",
  "multiplicity": 1,
  "relative_energy_kj_mol": 234.04,
  "smiles": "CN[C@H](CO)C(N)=O",
  "e_lumo_ha": 0.0264,
  "elements": ["O", "O", "N", "N", "C", "C", "C", "C", "H", "H", "H", "H", "H", "H", "H", "H", "H", "H"],
  "positions_angstrom": [[-2.22, -0.32, -0.63], [0.49, 0.40, 2.41], [-1.53, -0.63, 1.80], [1.25, 0.63, -0.29], [-0.96, 0.38, -0.78], [0.13, -0.23, 0.07], [2.30, -0.07, -1.10], [-0.29, -0.07, 1.55], [0.21, -1.27, -0.25], [2.79, -0.92, -0.69], [1.86, -0.41, -2.06], [3.12, 0.68, -1.22], [-1.09, 1.41, -0.42], [-2.02, -1.06, 0.97], [-2.79, 0.46, -0.63], [-1.93, -0.64, 2.70], [1.60, 1.18, 0.43], [-0.93, 0.48, -1.86]]
}